Entry from the OMol25 dataset: a 2-piece molecular cluster, C19H20F overall in a non-equilibrium geometry (the ωB97M-V functional and the def2-TZVPD basis).

As for the HOMO energy: -10.8 eV. As for the LUMO energy: -0.221 hartree. The energy above the lowest of the compared OMol25 structures with the same formula, charge and spin is 39.6 kcal per mole. As for the total charge: +1.

Atoms and positions in Å:
C (-3.289, -0.528, 1.765)
C (-1.955, 0.068, 2.006)
C (-0.909, -0.501, 2.651)
C (0.359, 0.159, 2.540)
C (1.558, -0.372, 2.907)
C (2.795, -0.044, 2.125)
H (-4.009, 0.297, 1.704)
H (-3.327, -1.088, 0.816)
H (-3.593, -1.197, 2.582)
H (-1.802, 1.066, 1.597)
H (-0.934, -1.484, 3.138)
H (0.329, 1.149, 2.065)
H (1.570, -1.157, 3.658)
H (3.484, -0.891, 2.035)
H (2.538, 0.263, 1.103)
H (3.330, 0.800, 2.579)
F (1.042, -1.154, 9.821)
C (0.829, -0.651, 8.553)
C (-0.226, 0.244, 8.374)
C (-0.377, 0.813, 7.106)
C (0.540, 0.567, 6.094)
C (1.695, -0.244, 6.323)
C (2.773, -0.186, 5.381)
C (4.136, -0.535, 5.684)
C (5.088, -0.719, 4.630)
C (6.403, -1.073, 4.890)
C (6.851, -1.227, 6.210)
C (5.963, -1.011, 7.271)
C (4.648, -0.619, 7.025)
C (1.706, -1.009, 7.536)
H (-0.907, 0.447, 9.192)
H (-1.220, 1.473, 6.916)
H (0.420, 1.032, 5.119)
H (2.656, 0.520, 4.542)
H (4.753, -0.585, 3.601)
H (7.094, -1.236, 4.063)
H (7.879, -1.516, 6.415)
H (6.297, -1.140, 8.301)
H (4.002, -0.353, 7.860)
H (2.455, -1.786, 7.704)



Entry from the OMol25 dataset: C12H33ClFeIN2P2S as an isolated structure in a non-equilibrium geometry (the ωB97M-V functional and the def2-TZVPD basis).

Its spin multiplicity is 6. As for the HOMO energy (spin up / spin down): -14.8 / -14.8 eV. As for the LUMO energy (spin up / spin down): -0.216 / -0.304 hartree. The energy above the lowest of the compared OMol25 structures with the same formula, charge and spin is 0.0 kcal per mole. The expectation value of S² is 8.77. As for the total charge: +2.

Atoms and positions in Å:
C (7.085, 0.125, -1.868)
I (5.114, -0.223, -1.087)
H (6.974, 0.654, -2.822)
H (7.603, -0.832, -2.024)
H (7.653, 0.742, -1.157)
Fe (1.395, 0.424, -0.932)
P (1.214, -1.652, -2.121)
C (1.682, -3.244, -1.402)
C (-0.502, -1.897, -2.688)
H (-0.516, -2.722, -3.421)
H (1.985, -2.322, -4.280)
H (-0.872, -0.976, -3.163)
H (1.898, -0.523, -4.112)
H (1.054, -3.454, -0.520)
H (-1.164, -2.150, -1.843)
C (2.188, -1.463, -3.619)
H (1.546, -4.045, -2.154)
H (3.255, -1.410, -3.342)
H (2.740, -3.198, -1.093)
P (1.480, 2.262, 0.526)
C (2.052, 2.133, 2.231)
C (2.522, 3.481, -0.282)
H (-0.583, 3.176, -0.364)
H (-0.043, 4.027, 1.132)
H (-0.869, 2.428, 1.231)
C (-0.165, 3.045, 0.645)
H (2.183, 3.620, -1.321)
H (2.450, 4.433, 0.269)
H (2.045, 3.136, 2.700)
H (3.078, 1.729, 2.239)
H (3.561, 3.118, -0.292)
H (1.399, 1.454, 2.805)
Cl (0.669, 1.588, -2.657)
C (-3.488, -0.169, 4.192)
C (-3.339, 0.539, 2.863)
N (-2.071, 0.066, 2.209)
C (-1.901, -0.329, 0.938)
S (-0.237, -0.516, 0.408)
N (-2.959, -0.750, 0.193)
C (-4.030, -1.697, 0.745)
C (-5.355, -1.233, 0.192)
H (-3.498, -1.246, 4.044)
H (-4.401, 0.127, 4.699)
H (-2.650, 0.054, 4.849)
H (-4.198, 0.401, 2.193)
H (-3.218, 1.622, 3.023)
H (-1.212, 0.392, 2.627)
H (-2.703, -0.963, -0.753)
H (-3.794, -2.712, 0.384)
H (-4.001, -1.733, 1.844)
H (-5.364, -1.297, -0.893)
H (-6.180, -1.829, 0.575)
H (-5.516, -0.191, 0.453)